No. 1
This record from the OMol25 dataset describes the molecule C3H3IO2 in a non-equilibrium geometry. The level of theory is ωB97M-V/def2-TZVPD.

## Properties
* E: -15349.4359 eV
* E_HOMO: -9.7 eV
* structure (SMILES): C#C[C@@H](I)OO
* multiplicity: 1
* LUMO level: 0.04 eV

Geometry (Å):
C1 1.24 2.05 0.59
C2 0.79 1.03 0.15
C3 0.31 -0.21 -0.33
O1 -1.82 -1.45 -0.61
O2 -1.32 -0.30 0.02
I1 1.21 -1.91 0.62
H1 1.64 2.96 0.92
H2 0.34 -0.34 -1.41
H3 -2.40 -1.83 0.06

Löwdin atomic charge list, values in e, 2 entries: 0.16 -0.22



No. 2
This record from the OMol25 dataset describes a cluster of 2 separate species, C3H3IO2 in total in a non-equilibrium geometry. The level of theory is ωB97M-V/def2-TZVPD.

## Properties
* E: -15351.1374 eV
* E_HOMO: -9.0 eV
* structure (SMILES): O=C=C1CO1.I
* multiplicity: 1
* LUMO level: 0.17 eV

Geometry (Å):
C1 0.80 1.22 1.68
C2 1.28 -0.62 -0.06
C3 1.23 0.71 0.56
O1 0.70 1.76 2.71
O2 0.69 0.48 -0.72
I1 2.52 2.81 -3.02
H1 2.24 -1.03 -0.35
H2 0.66 -1.40 0.04
H3 2.63 3.96 -1.96

Löwdin atomic charge list, values in e, 2 entries: -0.11 -0.09



No. 3
This record from the OMol25 dataset describes a structure of composition C3H3IS in a non-equilibrium geometry. The level of theory is ωB97M-V/def2-TZVPD.

## Properties
* E: -22088.9079 eV
* E_HOMO (spin up / spin down): -8.0 / -9.5 eV
* multiplicity: 3
* LUMO level (spin up / spin down): 0.16 / -1.42 eV

Geometry (Å):
C1 1.03 1.39 0.80
C2 0.22 0.64 0.37
C3 -0.70 -0.22 -0.19
S1 -0.52 -1.98 -0.14
I1 -2.69 0.39 -0.30
H1 1.74 2.25 1.04
H2 0.67 -0.22 -2.44
H3 0.25 -2.26 0.85

Löwdin atomic charge list, values in e, 2 entries: 0.11 -0.39



No. 4
This record from the OMol25 dataset describes a cluster of 2 separate species, C3H3IS in total in a non-equilibrium geometry. The level of theory is ωB97M-V/def2-TZVPD.

## Properties
* E: -22088.4376 eV
* E_HOMO (spin up / spin down): -9.1 / -9.0 eV
* multiplicity: 3
* LUMO level (spin up / spin down): 0.62 / -2.87 eV

Geometry (Å):
C1 -2.61 0.05 -0.71
C2 -3.75 -0.10 -0.41
C3 -0.17 1.19 0.95
S1 -0.47 1.82 -0.71
I1 -5.60 -0.64 0.23
H1 0.74 1.69 1.35
H2 0.28 0.11 1.00
H3 -1.08 1.07 1.42

Löwdin atomic charge list, values in e, 2 entries: -0.18 -0.91



No. 5
This record from the OMol25 dataset describes a structure of composition C3H3InLiO2 in a non-equilibrium geometry. The level of theory is ωB97M-V/def2-TZVPD.

## Properties
* E: -12623.7591 eV
* E_HOMO: -12.8 eV
* charge: +1
* multiplicity: 1
* LUMO level: -4.69 eV

Geometry (Å):
O1 -2.92 1.82 0.14
Li1 -4.54 2.10 -0.24
C1 0.37 0.36 0.27
C2 0.52 -0.97 0.53
O2 1.47 0.41 -0.65
C3 1.75 -0.98 -0.34
H1 0.06 -1.69 1.20
H2 1.74 -1.60 -1.24
H3 2.73 -1.08 0.16
In1 -1.19 1.64 0.17

Löwdin atomic charge list, values in e, 2 entries: -0.76 0.80



No. 6
This record from the OMol25 dataset describes a structure of composition C3H3InO4 in a non-equilibrium geometry. The level of theory is ωB97M-V/def2-TZVPD.

## Properties
* E: -16514.8388 eV
* E_HOMO (spin up / spin down): -14.6 / -15.8 eV
* charge: +1
* multiplicity: 2
* LUMO level (spin up / spin down): -4.80 / -7.63 eV

Geometry (Å):
O1 1.47 0.83 -0.97
C1 1.38 -0.37 -0.73
C2 0.47 -0.87 0.35
O2 -0.18 0.18 0.97
In1 0.55 1.99 0.56
H1 1.91 -1.11 -1.36
H2 1.08 -1.49 1.03
H3 -0.24 -1.58 -0.13
O3 -1.63 1.78 -0.25
C3 -1.99 0.72 0.20
O4 -2.82 -0.10 0.34

Löwdin atomic charge list, values in e, 2 entries: -0.04 -0.10



No. 7
This record from the OMol25 dataset describes a structure of composition C3H3LiLuO4 in a non-equilibrium geometry. The level of theory is ωB97M-V/def2-TZVPD.

## Properties
* E: -45155.3195 eV
* E_HOMO (spin up / spin down): -15.9 / -15.9 eV
* charge: +2
* multiplicity: 2
* LUMO level (spin up / spin down): -9.05 / -10.22 eV

Geometry (Å):
H1 -1.97 -1.02 0.68
C1 -1.97 -0.33 -0.30
C2 -0.53 -0.56 -0.25
O1 0.18 0.32 0.38
C3 1.62 0.19 0.44
O2 2.09 -0.92 0.66
O3 2.21 1.26 0.28
O4 -2.42 0.90 -0.27
Lu1 4.48 0.12 0.67
H2 -2.33 -1.03 -1.10
H3 -0.01 -1.27 -0.90
Li1 -1.36 2.35 -0.28

Löwdin atomic charge list, values in e, 2 entries: 0.23 -0.39



No. 8
This record from the OMol25 dataset describes a structure of composition C3H3LiOTl in a non-equilibrium geometry. The level of theory is ωB97M-V/def2-TZVPD.

## Properties
* E: -10092.0860 eV
* E_HOMO (spin up / spin down): -9.6 / -9.5 eV
* charge: +1
* multiplicity: 1
* LUMO level (spin up / spin down): -6.12 / -6.03 eV

Geometry (Å):
C1 0.96 0.11 -0.48
O1 -0.56 -0.59 1.27
C2 0.28 -1.05 0.41
C3 0.44 -0.48 -1.59
Tl1 -1.76 3.75 2.62
H1 0.91 -1.92 0.69
H2 1.07 -1.01 -2.32
H3 -0.50 -0.04 -1.96
Li1 -0.85 1.23 1.36

Löwdin atomic charge list, values in e, 2 entries: -0.02 -0.22



No. 9
This record from the OMol25 dataset describes a cluster of 2 separate species, C3H3N2O2 in total in a non-equilibrium geometry. The level of theory is ωB97M-V/def2-TZVPD.

## Properties
* E: -10235.9440 eV
* E_HOMO: -3.6 eV
* charge: -1
* multiplicity: 1
* LUMO level: 4.04 eV

Geometry (Å):
C1 0.28 1.62 0.03
C2 1.55 -0.97 0.00
C3 -1.23 -0.22 0.00
N1 0.58 2.75 -0.04
N2 0.06 0.38 0.18
O1 1.75 -1.06 -1.15
O2 1.76 -1.31 1.11
H1 -1.55 -0.25 -1.06
H2 -1.18 -1.25 0.36
H3 -2.01 0.31 0.57

Löwdin atomic charge list, values in e, 2 entries: -0.51 -0.59



No. 10
This record from the OMol25 dataset describes a cluster of 2 separate species, C3H3N2O2 in total in a non-equilibrium geometry. The level of theory is ωB97M-V/def2-TZVPD.

## Properties
* E: -10232.6750 eV
* E_HOMO: -1.0 eV
* charge: -1
* multiplicity: 1
* LUMO level: 3.18 eV

Geometry (Å):
C1 -0.64 0.16 -0.19
C2 -1.41 1.26 -0.36
C3 2.02 -1.36 0.99
N1 -0.86 -1.01 -0.80
N2 -1.97 2.35 -0.48
O1 1.69 -2.31 0.40
O2 2.46 -0.46 1.62
H1 0.19 0.05 0.72
H2 -0.05 -1.73 -0.88
H3 -1.43 3.06 -1.01

Löwdin atomic charge list, values in e, 2 entries: -0.47 -0.29



No. 11
This record from the OMol25 dataset describes a structure of composition C3H3N2O2S in a non-equilibrium geometry. The level of theory is ωB97M-V/def2-TZVPD.

## Properties
* E: -21071.4062 eV
* E_HOMO: -3.4 eV
* charge: -1
* multiplicity: 1
* LUMO level: 3.67 eV

Geometry (Å):
C1 0.50 1.20 1.95
C2 0.81 0.05 3.90
C3 -0.07 0.04 -0.01
N1 0.68 1.14 3.28
N2 0.49 -0.05 1.30
O1 0.47 2.25 1.31
O2 1.19 -0.42 4.89
S1 0.36 -1.48 2.22
H1 -0.03 -1.00 -0.47
H2 -1.17 0.53 0.09
H3 0.46 0.58 -0.81

Löwdin atomic charge list, values in e, 2 entries: -0.65 -0.59



No. 12
This record from the OMol25 dataset describes the ion C3H3N2O3 with charge -1 in a non-equilibrium geometry. The level of theory is ωB97M-V/def2-TZVPD.

## Properties
* E: -12280.7878 eV
* E_HOMO: -3.3 eV
* structure (SMILES): Cc1oc([O-])n[n+]1[O-]
* charge: -1
* multiplicity: 1
* LUMO level: 4.10 eV

Geometry (Å):
C1 -0.37 0.59 -1.26
C2 0.48 1.51 -3.15
C3 0.04 -0.03 0.02
N1 -0.62 0.45 -3.47
N2 -0.84 -0.11 -2.31
O1 -1.51 -1.16 -2.08
O2 0.95 2.33 -3.88
O3 0.66 1.44 -1.82
H1 -0.33 0.55 0.87
H2 1.14 0.04 -0.02
H3 -0.27 -1.09 0.13

Löwdin atomic charge list, values in e, 2 entries: -0.30 -0.53



No. 13
This record from the OMol25 dataset describes the ion C3H3N2O3S with charge -1 in a non-equilibrium geometry. The level of theory is ωB97M-V/def2-TZVPD.

## Properties
* E: -23117.6721 eV
* E_HOMO: -3.7 eV
* structure (SMILES): O=C=NC(=O)S[N-]CO
* charge: -1
* multiplicity: 1
* LUMO level: 3.68 eV

Geometry (Å):
C1 -0.20 0.05 1.50
C2 -1.92 -0.95 0.33
C3 1.36 0.36 -0.94
N1 -1.39 -0.31 1.39
N2 0.69 -0.83 -0.40
O1 0.74 0.48 2.11
O2 -3.06 -1.26 0.23
O3 0.61 1.58 -1.09
S1 -0.73 -1.44 -0.97
H1 1.78 0.18 -1.93
H2 2.15 0.53 0.00
H3 -0.05 1.60 -0.24

Löwdin atomic charge list, values in e, 2 entries: -0.38 -0.84



No. 14
This record from the OMol25 dataset describes the ion C3H3N2OS with charge +1 in a non-equilibrium geometry. The level of theory is ωB97M-V/def2-TZVPD.

## Properties
* E: -19009.6924 eV
* E_HOMO: -13.6 eV
* structure (SMILES): O=[N+]=N/C=C\C=S
* charge: +1
* multiplicity: 1
* LUMO level: -6.78 eV

Geometry (Å):
C1 1.18 0.03 -0.02
C2 1.17 -1.39 0.08
C3 0.11 0.86 -0.07
N1 -1.19 0.49 -0.02
N2 -2.28 0.84 0.01
O1 -3.41 0.94 0.04
S1 -0.15 -2.35 -0.03
H1 2.15 0.51 -0.05
H2 2.14 -1.86 0.22
H3 0.27 1.93 -0.17

Löwdin atomic charge list, values in e, 2 entries: -0.10 -0.58



No. 15
This record from the OMol25 dataset describes the molecule C3H3N3 in a non-equilibrium geometry. The level of theory is ωB97M-V/def2-TZVPD.

## Properties
* E: -7627.0924 eV
* E_HOMO: -10.1 eV
* structure (SMILES): N#C[C@@H]1N=C1N
* multiplicity: 1
* LUMO level: 0.49 eV

Geometry (Å):
N1 -0.31 -1.56 -0.53
C1 0.45 0.60 0.65
C2 0.57 -0.60 -0.11
N2 1.74 -0.20 -0.12
C3 -0.22 1.73 0.04
N3 -0.82 2.59 -0.44
H1 -0.97 -1.75 0.20
H2 -0.74 -1.33 -1.42
H3 0.30 0.52 1.73

Löwdin atomic charge list, values in e, 2 entries: 0.14 -0.16



No. 16
This record from the OMol25 dataset describes the molecule C3H3N3. The level of theory is ωB97M-V/def2-TZVPD.

## Properties
* E: -7623.4990 eV
* E_HOMO: -9.4 eV
* multiplicity: 1
* LUMO level: -1.04 eV

Geometry (Å):
C1 0.17 -0.49 -0.85
C2 -1.13 -0.56 -0.37
N1 -1.54 0.56 0.24
N2 -0.64 1.04 1.14
N3 0.60 0.84 1.13
C3 1.09 0.21 -0.07
H1 1.36 -0.96 -0.01
H2 -1.88 -1.29 -0.67
H3 1.99 0.63 -0.52

Löwdin atomic charge list, values in e, 2 entries: 0.00 -0.20



No. 17
This record from the OMol25 dataset describes a structure of composition C3H3N3 in a non-equilibrium geometry. The level of theory is ωB97M-V/def2-TZVPD.

## Properties
* E: -7626.2492 eV
* E_HOMO (spin up / spin down): -9.8 / -9.8 eV
* multiplicity: 1
* LUMO level (spin up / spin down): -0.86 / -0.86 eV

Geometry (Å):
N1 1.22 -0.28 -1.02
C1 -0.53 0.56 0.54
C2 0.08 0.42 -0.74
N2 -0.76 1.15 -1.30
C3 -1.30 -0.50 1.10
N3 -1.89 -1.38 1.58
H1 2.07 0.15 -0.69
H2 1.12 -1.26 -0.87
H3 -0.03 1.22 1.26

Löwdin atomic charge list, values in e, 2 entries: 0.12 -0.07



No. 18
This record from the OMol25 dataset describes the molecule C3H3N3 in a non-equilibrium geometry. The level of theory is ωB97M-V/def2-TZVPD.

## Properties
* E: -7628.5953 eV
* E_HOMO: -11.2 eV
* structure (SMILES): N#CC(N)C#N
* multiplicity: 1
* LUMO level: 0.43 eV

Geometry (Å):
N1 -0.74 -1.01 -0.20
C1 0.13 0.00 0.38
C2 1.51 -0.25 -0.07
N2 2.58 -0.56 -0.42
C3 -0.36 1.38 0.12
N3 -0.96 2.35 -0.03
H1 -1.71 -0.74 -0.04
H2 -0.60 -1.06 -1.20
H3 0.14 -0.11 1.47

Löwdin atomic charge list, values in e, 2 entries: 0.05 -0.38



No. 19
This record from the OMol25 dataset describes the molecule C3H3N3O in a non-equilibrium geometry. The level of theory is ωB97M-V/def2-TZVPD.

## Properties
* E: -9672.6729 eV
* E_HOMO: -9.6 eV
* multiplicity: 1
* LUMO level: -0.34 eV

Geometry (Å):
O1 1.72 0.00 -0.66
C1 0.92 -1.92 0.76
N1 1.29 0.93 0.03
N2 0.11 1.32 0.30
C2 -0.98 0.57 -0.13
C3 -1.09 -0.77 -0.21
N3 -0.10 -1.59 0.26
H1 2.00 1.53 0.47
H2 -1.87 1.18 -0.27
H3 -2.01 -1.24 -0.54

Löwdin atomic charge list, values in e, 2 entries: -0.04 0.08



No. 20
This record from the OMol25 dataset describes a cluster of 2 separate species, C3H3N3O in total in a non-equilibrium geometry. The level of theory is ωB97M-V/def2-TZVPD.

## Properties
* E: -9676.1090 eV
* E_HOMO: -9.4 eV
* structure (SMILES): N=C=CC=O.N#N
* multiplicity: 1
* LUMO level: 0.81 eV

Geometry (Å):
N1 -0.56 -2.20 0.72
C1 -0.36 -1.00 0.73
N2 -1.10 0.53 -1.68
N3 -0.36 1.21 -2.14
O1 2.21 0.31 0.21
C2 1.12 0.84 0.15
C3 -0.06 0.28 0.83
H1 -1.24 -2.66 0.12
H2 1.03 1.77 -0.40
H3 -0.68 0.92 1.46

Löwdin atomic charge list, values in e, 2 entries: 0.19 -0.19